(1)
{
  "formula": "C2H2N2O2S",
  "method": "the ωB97M-V functional and the def2-TZVPD basis",
  "e_above_lowest_ev": 4.2638,
  "largest_force_ev_per_a": 4.52,
  "e_tot_ha": -735.43058,
  "charge": 0,
  "orbital_gap_ev": [6.63, 6.78],
  "species": ["O", "N", "C", "S", "H", "N", "C", "O", "H"],
  "coordinates": [[-0.9614, -0.8171, -1.6106], [-1.1945, 0.1646, -1.0193], [-1.6015, 1.0121, -0.1888], [-2.2361, 0.1121, 1.1609], [-1.5132, 2.1073, -0.2982], [1.7135, -2.6981, -1.0643], [1.4821, -1.5915, -0.6545], [1.4380, -0.5787, -0.0809], [0.8435, -3.1971, -1.5412]],
  "atomic_forces_ev_per_a": [[0.0, 0.1, -0.6], [-0.2, 0.0, 0.6], [-0.3, 0.1, 0.8], [0.2, 0.5, -0.5], [0.1, -0.8, -0.3], [-2.7, -2.7, -2.4], [0.3, 1.2, 1.7], [-0.1, 0.2, -0.5], [2.7, 1.3, 1.3]],
  "mulliken_charge": [-0.43, 0.47, -0.07, -0.31, 0.32, -0.52, 0.64, -0.41, 0.32]
}

=====

(2)
{
  "formula": "CH9N2P2",
  "method": "the ωB97M-V functional and the def2-TZVPD basis",
  "e_above_lowest_ev": 2.0981,
  "largest_force_ev_per_a": 5.62,
  "e_tot_ha": -835.34154,
  "charge": 1,
  "orbital_gap_ev": 7.97,
  "species": ["C", "N", "N", "P", "P", "H", "H", "H", "H", "H", "H", "H", "H", "H"],
  "coordinates": [[0.3126, -1.6692, -0.6039], [-0.1676, -0.7469, 0.2620], [1.2981, -2.5275, 0.2184], [-1.1854, 0.4674, 0.0839], [-1.1275, 3.3710, -0.0906], [0.6226, -1.3201, -1.4992], [-0.4490, -2.5019, -0.8035], [2.1814, -2.0957, -0.0105], [1.1421, -3.4252, -0.1348], [0.9439, -2.4337, 1.2344], [-1.0840, 0.8873, 1.3272], [-0.6059, 3.6625, 1.2361], [-0.2083, 3.6613, -1.0288], [-1.6731, 4.6708, -0.1906]],
  "atomic_forces_ev_per_a": [[-3.6, -3.5, 2.4], [-0.6, 2.3, 1.4], [-0.9, 2.5, 0.7], [-0.3, -2.1, -2.7], [-1.6, 0.5, 1.7], [2.0, 0.8, -2.8], [0.4, 1.3, -0.2], [0.9, -0.6, 0.8], [0.7, -2.1, -0.3], [1.1, 0.0, -1.9], [0.1, 0.9, 2.6], [0.5, -0.1, -1.1], [1.8, 0.3, -0.5], [-0.4, -0.3, 0.0]],
  "mulliken_charge": [-0.38, -0.35, -0.30, 0.04, -0.21, 0.44, 0.29, 0.34, 0.34, 0.38, 0.08, 0.12, 0.08, 0.12]
}

=====

(3)
{
  "formula": "C9H16BrCl4IN4OP",
  "method": "the ωB97M-V functional and the def2-TZVPD basis",
  "largest_force_ev_per_a": 0.73,
  "e_tot_ha": -5700.43218,
  "charge": 1,
  "orbital_gap_ev": 9.48,
  "species": ["C", "C", "C", "C", "C", "C", "N", "C", "N", "C", "I", "N", "N", "P", "O", "Br", "H", "H", "H", "H", "H", "H", "H", "H", "H", "H", "H", "H", "H", "H", "H", "H", "C", "Cl", "Cl", "Cl", "Cl"],
  "coordinates": [[-1.3843, -2.7480, -0.4198], [-0.7589, -1.8648, -1.4965], [-1.5204, -0.5637, -1.8025], [-0.9736, 0.6953, -1.1141], [-1.1682, 0.7520, 0.4156], [0.1044, 0.9949, 1.2246], [1.2232, 0.1184, 0.8538], [1.3268, -1.0694, 1.4284], [2.2720, -1.9845, 1.1400], [2.0231, -3.0153, 1.9205], [3.1392, -4.7270, 1.9706], [0.9527, -2.8029, 2.6867], [0.4987, -1.5577, 2.3734], [2.4820, 0.5730, -0.3287], [2.1098, 2.1448, -0.2927], [4.3238, 0.5961, 0.9286], [-1.4883, -2.2521, 0.5434], [-2.3730, -3.0822, -0.7287], [-0.7819, -3.6442, -0.2579], [0.2815, -1.6263, -1.2659], [-0.7541, -2.4629, -2.4074], [-1.4531, -0.3856, -2.8756], [-2.5838, -0.6533, -1.5720], [-1.5027, 1.5426, -1.5530], [0.0714, 0.8164, -1.4066], [-1.6955, -0.1405, 0.7491], [-1.8300, 1.5898, 0.6381], [-0.1119, 0.8175, 2.2831], [0.4178, 2.0273, 1.1769], [0.5531, -3.4177, 3.3764], [-0.3107, -1.1482, 2.8059], [2.2581, 2.5363, -1.1658], [-0.6740, 4.7947, -1.5655], [-0.3052, 6.4923, -1.8282], [-2.4013, 4.5103, -1.7678], [0.2236, 3.8121, -2.7406], [-0.1901, 4.3327, 0.0744]],
  "atomic_forces_ev_per_a": [[0.2, -0.1, 0.0], [-0.5, 0.0, -0.1], [0.3, 0.2, 0.1], [-0.4, -0.1, -0.1], [0.1, 0.2, -0.4], [-0.4, -0.3, 0.5], [0.4, 0.3, 0.1], [-0.1, -0.2, -0.1], [0.1, -0.1, -0.1], [0.2, 0.2, -0.3], [-0.1, 0.0, 0.0], [0.3, -0.4, -0.1], [-0.3, 0.2, 0.2], [0.1, -0.2, -0.1], [0.0, -0.1, -0.2], [-0.1, 0.0, 0.1], [-0.1, 0.1, 0.1], [-0.1, 0.0, 0.0], [0.0, 0.0, 0.0], [0.1, -0.1, 0.0], [0.2, 0.0, -0.1], [-0.1, 0.0, -0.1], [-0.1, -0.2, 0.0], [0.1, 0.1, 0.0], [0.1, 0.0, 0.1], [0.1, -0.1, 0.1], [-0.1, 0.0, 0.2], [0.1, 0.1, 0.1], [0.2, 0.0, -0.2], [-0.2, 0.2, 0.1], [-0.1, -0.1, 0.1], [-0.1, 0.2, 0.1], [0.0, 0.1, 0.0], [0.0, 0.0, 0.0], [0.0, 0.0, 0.0], [0.0, 0.0, 0.0], [-0.1, 0.1, 0.0]],
  "mulliken_charge": [-1.22, -0.20, -1.22, 0.22, -0.48, -1.20, 0.32, 0.37, -0.40, -0.04, 0.30, -0.23, 0.20, 0.19, -0.28, -0.20, 0.21, 0.41, 0.32, 0.14, 0.42, 0.40, 0.44, 0.12, 0.15, 0.33, 0.47, 0.53, 0.20, 0.19, 0.22, 0.30, 0.37, -0.07, -0.09, -0.12, -0.07]
}

=====

(4)
{
  "formula": "C13H11N3O3S",
  "method": "the ωB97M-V functional and the def2-TZVPD basis",
  "e_above_lowest_ev": 3.4559,
  "largest_force_ev_per_a": 1.76,
  "e_tot_ha": -1290.04219,
  "charge": 0,
  "orbital_gap_ev": 7.60,
  "species": ["C", "C", "C", "C", "C", "C", "O", "N", "N", "C", "C", "C", "C", "C", "N", "O", "O", "S", "C", "C", "H", "H", "H", "H", "H", "H", "H", "H", "H", "H", "H"],
  "coordinates": [[-3.2275, -2.9777, -0.4939], [-2.8287, -1.5423, -0.3527], [-3.3244, -0.7654, 0.6884], [-2.9782, 0.5670, 0.8054], [-2.1004, 1.1425, -0.1077], [-1.7789, 2.5863, -0.0037], [-2.6144, 3.4484, 0.1557], [-0.4589, 2.9697, -0.1933], [0.7040, 2.3217, -0.1202], [0.8651, 1.1795, 0.4309], [2.1676, 0.5923, 0.4268], [2.5306, -0.6119, 1.0035], [3.8794, -0.9127, 0.8308], [4.5280, 0.0694, 0.1161], [5.8828, 0.1101, -0.2538], [6.5867, -0.8223, 0.0829], [6.2525, 1.0803, -0.8880], [3.4967, 1.3754, -0.3519], [-1.6135, 0.3770, -1.1654], [-1.9786, -0.9494, -1.2813], [-4.1137, -3.0528, -1.1248], [-2.4347, -3.5579, -0.9602], [-3.4665, -3.4130, 0.4734], [-3.9955, -1.2075, 1.4102], [-3.3725, 1.1720, 1.6078], [-0.3357, 3.9629, -0.3719], [0.0768, 0.6034, 0.9167], [1.8347, -1.2406, 1.5290], [4.3759, -1.7928, 1.1970], [-0.9586, 0.8236, -1.8998], [-1.6000, -1.5353, -2.1061]],
  "atomic_forces_ev_per_a": [[-0.1, 0.0, 0.0], [0.0, 0.1, 0.1], [0.0, 0.0, -0.1], [0.2, 0.2, -0.1], [-0.3, -0.3, -0.1], [0.1, 0.1, 0.0], [-0.1, -0.1, 0.1], [-0.5, 0.8, -0.1], [1.0, -0.6, 0.1], [-1.0, 0.5, 0.0], [1.2, -0.5, 0.0], [-0.5, 0.7, -0.2], [0.9, 0.3, -0.4], [-1.7, 0.0, 0.4], [0.7, -0.2, -0.1], [0.2, -0.1, 0.0], [0.2, 0.2, -0.2], [-0.1, -0.5, 0.3], [-0.1, 0.2, 0.1], [0.0, 0.0, 0.0], [0.0, -0.1, 0.0], [0.0, -0.1, 0.0], [0.0, -0.1, 0.0], [-0.1, -0.1, 0.1], [-0.1, 0.1, 0.1], [-0.1, -0.3, 0.1], [0.0, 0.1, 0.0], [-0.2, -0.1, 0.1], [0.1, -0.1, 0.0], [0.1, 0.0, 0.0], [0.0, -0.1, -0.1]],
  "mulliken_charge": [-1.43, 0.90, -0.64, -0.50, 0.18, -0.02, -0.61, -0.04, -0.52, -0.18, 0.55, -0.76, -0.29, -0.02, 1.00, -0.60, -0.61, -0.08, 0.00, -0.68, 0.29, 0.37, 0.37, 0.38, 0.43, 0.27, 0.41, 0.44, 0.49, 0.50, 0.39]
}

=====

(5)
{
  "formula": "C20H56ClN4O10",
  "method": "the ωB97M-V functional and the def2-TZVPD basis",
  "e_above_lowest_ev": 0.0000,
  "largest_force_ev_per_a": 1.60,
  "e_tot_ha": -2226.95076,
  "charge": -1,
  "orbital_gap_ev": 8.36,
  "species": ["Cl", "O", "O", "O", "O", "C", "C", "C", "O", "C", "N", "H", "H", "H", "H", "H", "H", "H", "H", "H", "H", "H", "C", "C", "C", "O", "C", "N", "H", "H", "H", "H", "H", "H", "H", "H", "H", "H", "H", "C", "C", "C", "O", "C", "N", "H", "H", "H", "H", "H", "H", "H", "H", "H", "H", "H", "C", "C", "C", "O", "C", "N", "H", "H", "H", "H", "H", "H", "H", "H", "H", "H", "H", "C", "C", "O", "H", "H", "H", "H", "H", "H", "C", "C", "O", "H", "H", "H", "H", "H", "H"],
  "coordinates": [[-0.2261, 0.4448, -0.2790], [0.3641, 0.9556, 0.9232], [-0.1365, 1.4791, -1.2969], [0.4625, -0.7413, -0.7278], [-1.6139, 0.1245, -0.0583], [4.3190, -3.5938, 1.8983], [3.6840, -2.5211, 1.0330], [3.7055, -2.8937, -0.4393], [5.0256, -3.1740, -0.8852], [5.0337, -3.8976, -2.0893], [2.3074, -2.2607, 1.4801], [4.2692, -3.2917, 2.9482], [5.3940, -3.6906, 1.7266], [3.8842, -4.5871, 1.7699], [4.2236, -1.5829, 1.1917], [3.2855, -2.0738, -1.0364], [3.0811, -3.7837, -0.5971], [4.7572, -3.2328, -2.9162], [4.3283, -4.7371, -2.1038], [6.0339, -4.2978, -2.2404], [1.8403, -3.1607, 1.5863], [1.8114, -1.8117, 0.7085], [-4.8521, 2.9461, 0.3025], [-3.7536, 2.4711, 1.2779], [-2.5513, 3.3726, 1.0696], [-1.6015, 3.1614, 2.0698], [-0.5149, 4.0371, 1.8997], [-4.2554, 2.5338, 2.6838], [-5.6797, 2.2312, 0.3639], [-4.5000, 2.9272, -0.7337], [-5.2520, 3.9459, 0.4960], [-3.6217, 1.4317, 0.9894], [-2.9041, 4.4224, 1.0904], [-2.0896, 3.2389, 0.0810], [0.2653, 3.6965, 2.5686], [-0.8139, 5.0665, 2.1388], [-0.1506, 4.0047, 0.8661], [-4.9991, 1.8289, 2.6394], [-4.8546, 3.3647, 2.7371], [-1.9444, -3.1475, -2.2070], [-1.0368, -4.0640, -1.3481], [0.3026, -4.2887, -2.0356], [0.0787, -5.0441, -3.2033], [1.2488, -5.2176, -3.9654], [-0.9240, -3.4233, -0.0464], [-1.3166, -2.3718, -2.6569], [-2.7157, -2.6948, -1.5900], [-2.4261, -3.6546, -3.0448], [-1.5696, -5.0193, -1.3618], [0.9854, -4.8128, -1.3470], [0.7929, -3.3351, -2.2820], [1.0760, -5.8732, -4.8142], [2.0487, -5.6171, -3.3291], [1.5747, -4.2398, -4.3460], [-0.4675, -2.5217, -0.2085], [-0.2714, -3.9301, 0.5498], [-0.8899, -1.7354, 3.4766], [-1.3660, -0.3852, 4.0493], [-0.1112, 0.4092, 4.4626], [-0.4259, 1.7629, 4.6604], [0.5896, 2.4083, 5.3847], [-2.2104, 0.3229, 3.0442], [-1.6953, -2.3259, 3.0491], [-0.3553, -2.2606, 4.2870], [-0.0706, -1.6297, 2.7585], [-1.9409, -0.6109, 4.9504], [0.6509, 0.2907, 3.6826], [0.2559, -0.0574, 5.3871], [0.2147, 3.3273, 5.8324], [1.4673, 2.6015, 4.7555], [0.9523, 1.7887, 6.2192], [-1.7271, 0.1828, 2.1540], [-2.9530, -0.3738, 2.9210], [2.5250, 4.0226, -2.7672], [1.9233, 3.1956, -3.8984], [1.7734, 1.8510, -3.5340], [2.4162, 5.1011, -2.9133], [3.5812, 3.8128, -2.5818], [2.0472, 3.7948, -1.8082], [2.5968, 3.2308, -4.7609], [1.0259, 3.7174, -4.2598], [1.1374, 1.8022, -2.8030], [-1.6235, 4.4008, -2.8106], [-2.4973, 3.3771, -3.5153], [-2.8119, 2.2670, -2.6807], [-2.0495, 4.7079, -1.8573], [-1.5126, 5.2639, -3.4760], [-0.6223, 4.0051, -2.6357], [-1.9980, 3.0013, -4.4189], [-3.4602, 3.7924, -3.8189], [-1.9768, 1.8439, -2.4350]],
  "atomic_forces_ev_per_a": [[-0.5, 0.6, 0.6], [0.2, -0.3, 0.0], [0.0, 0.1, -0.6], [0.4, -0.2, -0.2], [0.1, 0.0, -0.2], [0.7, 0.2, 0.5], [-0.1, 0.0, 0.2], [0.2, 0.1, -0.2], [-0.1, -0.4, 0.3], [-0.1, 0.3, -0.2], [0.0, -0.4, -0.5], [-0.4, -0.1, 0.0], [-0.1, 0.0, -0.4], [-0.2, 0.1, 0.0], [0.2, -0.1, -0.2], [-0.1, 0.0, 0.0], [-0.1, 0.0, 0.1], [0.1, -0.1, -0.2], [0.0, 0.0, 0.3], [0.1, 0.1, -0.1], [0.0, 0.1, 0.1], [-0.1, 0.3, 0.3], [-0.1, -0.5, -0.4], [-1.1, 1.1, -0.3], [0.0, -0.2, 0.3], [0.3, 0.3, -0.1], [-0.3, -0.3, 0.0], [-0.9, -0.2, -0.9], [-0.1, 0.1, 0.0], [0.1, 0.0, 0.0], [0.2, 0.0, 0.3], [0.8, 0.0, 0.4], [0.0, 0.0, 0.1], [-0.2, -0.3, -0.1], [0.2, 0.1, 0.1], [0.1, 0.1, 0.0], [0.1, 0.0, 0.0], [0.3, -0.2, 0.6], [0.5, 0.2, 0.0], [0.6, 0.0, -0.3], [-0.9, 0.6, -1.1], [0.0, 0.0, 0.2], [-0.1, -0.5, -0.3], [0.2, 0.7, 0.4], [0.6, -0.3, 0.1], [-0.2, 0.2, 0.2], [0.1, 0.1, 0.1], [0.1, -0.2, 0.1], [0.3, -0.2, 0.8], [0.0, -0.2, -0.1], [-0.2, 0.1, 0.0], [-0.2, -0.1, 0.1], [0.1, -0.1, -0.2], [0.1, -0.1, -0.1], [-0.4, 0.0, 0.2], [-0.2, -0.1, 0.0], [1.2, 0.1, 1.0], [0.5, -0.1, -1.1], [-0.8, -0.4, -0.6], [0.2, 0.1, 0.8], [0.3, -0.3, 0.1], [0.3, -1.5, 0.6], [0.0, -0.1, 0.1], [-0.5, -0.4, -0.1], [-0.4, 0.4, -0.4], [-0.3, 0.3, 0.0], [0.1, 0.1, 0.0], [0.2, 0.1, 0.1], [-0.1, 0.1, -0.3], [0.0, 0.2, -0.1], [-0.1, -0.1, 0.0], [0.2, 0.6, 0.1], [-0.3, 0.5, 0.0], [0.1, 0.2, 0.6], [0.7, 0.8, -0.1], [-0.4, 0.0, -0.2], [0.0, -0.1, -0.2], [0.0, -0.1, -0.3], [-0.3, 0.0, -0.2], [0.1, -0.2, 0.1], [-0.4, -0.5, 0.2], [0.0, -0.2, 0.1], [0.0, 0.1, -0.5], [0.0, -0.6, 0.3], [0.1, 0.2, -0.1], [-0.1, 0.0, 0.0], [0.0, 0.1, 0.2], [0.0, -0.1, 0.1], [0.0, 0.2, -0.1], [0.1, 0.1, 0.0], [0.0, -0.1, 0.3]],
  "mulliken_charge": [1.25, -0.57, -0.40, -0.81, -0.59, -1.55, 0.31, -0.15, -0.42, -0.68, -0.35, 0.39, 0.37, 0.35, 0.25, 0.42, -0.06, 0.29, 0.26, 0.28, 0.23, 0.00, -1.64, 0.83, -0.46, -0.03, -0.56, -0.67, 0.43, 0.24, 0.43, 0.09, 0.46, -0.29, 0.07, 0.33, 0.14, 0.36, 0.31, -1.27, 0.09, -0.20, -0.39, -0.64, -0.44, 0.19, 0.34, 0.39, 0.34, 0.32, 0.17, 0.28, 0.23, 0.29, 0.01, 0.30, -1.34, 0.28, -0.87, -0.22, -0.89, -0.14, 0.43, 0.47, 0.17, 0.33, 0.25, 0.44, 0.25, 0.33, 0.36, -0.18, 0.33, -0.81, -0.23, -0.51, 0.33, 0.32, 0.08, 0.35, 0.15, 0.40, -0.68, -0.31, -0.46, 0.20, 0.42, -0.02, 0.30, 0.32, 0.23]
}

=====

(6)
{
  "formula": "C4H8ClN",
  "method": "the ωB97M-V functional and the def2-TZVPD basis",
  "e_above_lowest_ev": 1.2703,
  "largest_force_ev_per_a": 5.17,
  "e_tot_ha": -672.09004,
  "charge": 0,
  "orbital_gap_ev": 10.45,
  "species": ["C", "C", "C", "N", "C", "Cl", "H", "H", "H", "H", "H", "H", "H", "H"],
  "coordinates": [[-1.3952, 0.6573, -0.7153], [-0.1143, 0.0662, 0.0104], [-0.0860, -1.3964, 0.3641], [0.4997, 0.9851, 1.0125], [1.2465, 0.6584, -0.2067], [2.6941, -0.3235, -0.2428], [-1.7845, 0.0429, -1.4145], [-1.1233, 1.6396, -1.2135], [-2.1387, 1.0185, 0.0285], [0.3474, -2.0043, -0.5089], [-0.8222, -1.7228, 0.9911], [0.7337, -1.5321, 1.1016], [0.7221, 0.4018, 1.7687], [1.2207, 1.5095, -0.9752]],
  "atomic_forces_ev_per_a": [[2.8, 3.4, 2.8], [-0.8, 0.6, -0.5], [4.1, 0.3, -1.2], [-0.5, 0.6, -1.9], [-1.7, 1.6, -1.1], [0.0, 0.2, 0.0], [-1.4, -2.2, -2.1], [0.0, -1.2, 0.3], [0.3, -0.8, -0.3], [-1.6, 0.4, 1.2], [-2.9, -1.2, 0.5], [0.1, 0.3, -0.5], [0.9, -0.7, 1.3], [0.7, -1.3, 1.4]],
  "mulliken_charge": [-1.29, 1.01, -1.39, -0.66, -0.18, -0.17, 0.42, 0.30, 0.27, 0.30, 0.46, 0.35, 0.32, 0.27]
}

=====

Please write out number 2 again, unchanged.
{
  "formula": "CH9N2P2",
  "method": "the ωB97M-V functional and the def2-TZVPD basis",
  "e_above_lowest_ev": 2.0981,
  "largest_force_ev_per_a": 5.62,
  "e_tot_ha": -835.34154,
  "charge": 1,
  "orbital_gap_ev": 7.97,
  "species": ["C", "N", "N", "P", "P", "H", "H", "H", "H", "H", "H", "H", "H", "H"],
  "coordinates": [[0.3126, -1.6692, -0.6039], [-0.1676, -0.7469, 0.2620], [1.2981, -2.5275, 0.2184], [-1.1854, 0.4674, 0.0839], [-1.1275, 3.3710, -0.0906], [0.6226, -1.3201, -1.4992], [-0.4490, -2.5019, -0.8035], [2.1814, -2.0957, -0.0105], [1.1421, -3.4252, -0.1348], [0.9439, -2.4337, 1.2344], [-1.0840, 0.8873, 1.3272], [-0.6059, 3.6625, 1.2361], [-0.2083, 3.6613, -1.0288], [-1.6731, 4.6708, -0.1906]],
  "atomic_forces_ev_per_a": [[-3.6, -3.5, 2.4], [-0.6, 2.3, 1.4], [-0.9, 2.5, 0.7], [-0.3, -2.1, -2.7], [-1.6, 0.5, 1.7], [2.0, 0.8, -2.8], [0.4, 1.3, -0.2], [0.9, -0.6, 0.8], [0.7, -2.1, -0.3], [1.1, 0.0, -1.9], [0.1, 0.9, 2.6], [0.5, -0.1, -1.1], [1.8, 0.3, -0.5], [-0.4, -0.3, 0.0]],
  "mulliken_charge": [-0.38, -0.35, -0.30, 0.04, -0.21, 0.44, 0.29, 0.34, 0.34, 0.38, 0.08, 0.12, 0.08, 0.12]
}

=====

What did the first record say?
{
  "formula": "C2H2N2O2S",
  "method": "the ωB97M-V functional and the def2-TZVPD basis",
  "e_above_lowest_ev": 4.2638,
  "largest_force_ev_per_a": 4.52,
  "e_tot_ha": -735.43058,
  "charge": 0,
  "orbital_gap_ev": [6.63, 6.78],
  "species": ["O", "N", "C", "S", "H", "N", "C", "O", "H"],
  "coordinates": [[-0.9614, -0.8171, -1.6106], [-1.1945, 0.1646, -1.0193], [-1.6015, 1.0121, -0.1888], [-2.2361, 0.1121, 1.1609], [-1.5132, 2.1073, -0.2982], [1.7135, -2.6981, -1.0643], [1.4821, -1.5915, -0.6545], [1.4380, -0.5787, -0.0809], [0.8435, -3.1971, -1.5412]],
  "atomic_forces_ev_per_a": [[0.0, 0.1, -0.6], [-0.2, 0.0, 0.6], [-0.3, 0.1, 0.8], [0.2, 0.5, -0.5], [0.1, -0.8, -0.3], [-2.7, -2.7, -2.4], [0.3, 1.2, 1.7], [-0.1, 0.2, -0.5], [2.7, 1.3, 1.3]],
  "mulliken_charge": [-0.43, 0.47, -0.07, -0.31, 0.32, -0.52, 0.64, -0.41, 0.32]
}

=====

> Among the records above, which one has the lowest charge?

C20H56ClN4O10